The molecule C7H18BN3O6S in a non-equilibrium geometry. Source: the OMol25 dataset; level of theory: ωB97M-V/def2-TZVPD.

The value obtained for the HOMO-LUMO gap is 9.57 eV. The calculation puts the total energy at -35819.930 eV. The structure (SMILES) is N[C@](CCCCB(O)O)(CNS(N)(=O)=O)C(=O)O. The largest force on an atom is 4.026 eV/Å. The charge is 0.

Geometry as XYZ:
```
36
C7H18BN3O6S | the OMol25 dataset | ωB97M-V/def2-TZVPD
S 0.01 1.66 3.48
O -0.44 -3.98 -3.05
O -0.47 0.91 -2.26
O 1.27 2.13 2.83
O -2.37 0.52 -1.11
O -0.66 2.45 4.53
O -0.66 -1.67 -3.86
N 0.09 0.02 3.82
N -0.76 -0.32 0.89
N -1.26 1.79 2.26
C 1.26 0.89 -0.02
C -0.29 0.87 0.14
C -1.04 0.77 -1.19
C 1.49 -0.99 -1.71
C 1.91 -0.43 -0.38
C -0.81 2.13 0.92
C 0.48 -2.13 -1.59
B -0.27 -2.59 -2.90
H -1.78 -0.31 0.77
H -1.00 -4.16 -3.82
H -0.52 -0.15 4.61
H -0.68 -0.76 -3.50
H 1.74 -1.18 0.42
H 0.93 -3.00 -1.23
H 1.02 -0.30 3.99
H 1.08 -0.21 -2.36
H -0.32 -1.82 -0.95
H 1.73 1.31 0.92
H 3.01 -0.30 -0.39
H -0.46 -0.20 1.86
H -0.03 2.91 0.95
H 2.35 -1.32 -2.28
H -1.72 2.61 2.65
H -1.61 2.58 0.31
H -2.73 0.61 -2.00
H 1.53 1.66 -0.75
```